Molecular formula: C3H4AgO2
Method: DFT, ωB97M-V/def2-TZVPD

Cartesian coordinates (Å):
H  -1.36  2.02  1.41
C  -0.81  1.63  0.53
H  0.86  -2.28  -0.09
O  -0.40  0.44  0.87
C  0.53  -0.35  -0.23
H  1.05  -0.22  -2.28
O  0.28  -1.59  0.25
C  0.69  0.24  -1.37
Ag  -0.91  -1.24  2.16
H  0.07  1.35  -1.23

Summary:
- LUMO level (spin up / spin down) (Ha) = -0.4311 / -0.4948
- charge = +2
- calculated total energy (Eh) = -413.1812
- frontier orbital gap (spin up / spin down) (eV) = 8.24 / 6.44
- E_HOMO (spin up / spin down) (eV) = -19.97 / -19.91
- 2S+1 = 2
- expectation value of S² = 0.76